No. 1
Formula: C34H72F18N10O2P3
Source: the OMol25 dataset
Level of theory: ωB97M-V with the def2-TZVPD basis set

Values from the calculation:
E_HOMO, hartree: -0.573
Charge: +3

Positions of all 139 atoms, in Å:
C1 2.2050 -3.2060 -0.4061
N1 2.0113 -4.2364 0.6759
C2 0.8641 -3.6539 1.5576
C3 1.5145 -5.5841 0.0888
C4 3.4038 -4.3671 1.4581
C5 3.3109 -4.9499 2.8518
O1 3.1333 -6.2629 2.5993
H1 2.4705 -2.2226 -0.0182
H2 1.2618 -3.1668 -0.9510
H3 2.9703 -3.5978 -1.0761
H4 1.2844 -2.7885 2.0699
H5 0.6374 -4.4170 2.3021
H6 0.0515 -3.3442 0.9004
H7 0.6698 -5.3183 -0.5467
H8 1.1836 -6.1196 0.9787
H9 2.3632 -6.0372 -0.4237
H10 3.9156 -3.4102 1.5606
H11 3.9201 -4.9564 0.7002
H12 2.6329 -4.4929 3.5726
H13 4.2970 -4.9171 3.3152
H14 3.2587 -6.6775 3.4560
C6 1.7258 3.2736 4.4646
N2 1.3228 3.6064 2.9996
C7 2.2846 2.8503 2.1339
C8 -0.1154 3.1102 2.6956
C9 1.3134 5.1677 2.9102
C10 1.3704 5.8280 1.5034
O2 2.6295 5.4910 0.9525
H15 1.6940 2.1913 4.5902
H16 0.9852 3.6763 5.1557
H17 2.6910 3.7542 4.6242
H18 3.2686 3.1645 2.4821
H19 2.0688 3.0539 1.0850
H20 2.1119 1.8214 2.4495
H21 -0.4618 3.2415 1.6704
H22 -0.8098 3.4687 3.4554
H23 -0.1492 2.0248 2.7899
H24 2.2075 5.5765 3.3810
H25 0.3534 5.4844 3.3178
H26 1.3492 6.9118 1.6180
H27 0.5164 5.4824 0.9208
H28 2.5457 5.3067 0.0141
C11 -5.9406 -1.6956 -3.8748
C12 -4.9132 -2.4122 -2.9911
N3 -3.5146 -2.2366 -3.4306
C13 -2.3509 -2.2330 -2.6088
C14 -1.2687 -1.9169 -3.4131
N4 -1.7396 -1.8165 -4.7016
C15 -3.0921 -2.0381 -4.7068
C16 -1.0594 -1.4339 -5.8528
H29 -6.9490 -2.0006 -3.5952
H30 -5.8159 -2.0800 -4.8871
H31 -5.8331 -0.6133 -3.9466
H32 -5.1607 -3.4728 -2.9482
H33 -4.9554 -2.2525 -1.9137
H34 -2.4411 -2.3688 -1.5411
H35 -0.2227 -1.7827 -3.1800
H36 -3.7105 -2.0250 -5.5922
H37 -0.3075 -0.6983 -5.5673
H38 -1.7759 -1.0184 -6.5614
H39 -0.4948 -2.2100 -6.3696
C17 -4.9528 2.2231 6.3134
C18 -3.9877 2.6827 5.2077
N5 -3.5161 1.5891 4.3465
C19 -3.8682 1.2923 3.0803
C20 -3.0250 0.3254 2.6179
N6 -2.1987 -0.0639 3.6404
C21 -2.4927 0.7424 4.7045
C22 -1.2169 -1.1455 3.6091
H40 -4.7263 2.8242 7.1940
H41 -4.8319 1.1886 6.6348
H42 -6.0077 2.2685 6.0432
H43 -3.2115 3.1847 5.7852
H44 -4.4055 3.4641 4.5729
H45 -4.6690 1.8401 2.6059
H46 -3.1184 -0.2604 1.7155
H47 -2.0458 0.6491 5.6833
H48 -0.3553 -0.9901 2.9599
H49 -1.6615 -2.1080 3.3562
H50 -0.7308 -1.2509 4.5790
C23 3.5179 2.4710 -1.6387
C24 4.2949 1.1751 -1.4831
N7 4.1647 0.3038 -2.6651
C25 3.1451 0.2795 -3.6259
C26 3.4978 -0.6602 -4.6311
N8 4.6651 -1.2428 -4.2606
C27 5.0466 -0.6320 -3.0676
C28 5.5061 -2.2312 -4.9783
H51 4.0563 3.3462 -1.2751
H52 2.6863 2.3787 -0.9401
H53 3.1348 2.7891 -2.6084
H54 3.9639 0.6338 -0.5967
H55 5.3772 1.2908 -1.4246
H56 2.2676 0.9090 -3.6390
H57 2.9146 -0.8274 -5.5246
H58 5.8316 -0.9849 -2.4153
H59 4.9589 -2.5987 -5.8463
H60 5.5907 -3.1606 -4.4151
H61 6.5461 -1.9052 -4.9953
C29 -0.7524 3.8808 -6.1084
C30 -0.5700 2.6005 -5.2803
N9 -1.4633 2.5527 -4.0822
C31 -2.6242 1.8342 -3.9171
C32 -3.0556 1.9624 -2.6251
N10 -2.2584 2.9492 -2.0000
C33 -1.3484 3.3323 -2.9851
C34 -2.3909 3.6458 -0.7087
H62 -0.0012 3.8844 -6.8982
H63 -0.6438 4.7407 -5.4474
H64 -1.7346 4.0246 -6.5588
H65 0.4799 2.6209 -4.9883
H66 -0.6383 1.7258 -5.9272
H67 -2.9211 1.2144 -4.7503
H68 -3.8198 1.3918 -2.1182
H69 -0.5564 4.0484 -2.8230
H70 -1.3953 3.8393 -0.3094
H71 -2.9297 3.0631 0.0385
H72 -2.8914 4.6032 -0.8531
P1 0.0008 0.3083 -0.2896
F1 0.6565 0.1325 1.2016
F2 0.4505 1.8412 -0.2891
F3 1.4774 -0.0164 -0.8961
F4 -0.5651 0.4667 -1.8347
F5 -0.3589 -1.2808 -0.3085
F6 -1.3734 0.7771 0.3867
P2 2.4835 -0.8440 5.0164
F7 1.2292 0.0509 5.5805
F8 3.4712 0.5255 5.1931
F9 2.7294 -1.4042 6.5647
F10 3.7994 -1.8191 4.6480
F11 1.4931 -2.1527 4.9058
F12 2.2245 -0.4132 3.4448
P3 -3.0143 -4.0797 1.1946
F13 -2.1868 -2.6597 1.2998
F14 -4.1299 -3.2742 0.3143
F15 -2.0509 -4.3189 -0.0802
F16 -3.9231 -5.3768 0.8849
F17 -1.9789 -4.9799 2.0612
F18 -3.7791 -3.6404 2.5276

No. 2
Formula: C34H73N7O10S
Source: the OMol25 dataset
Level of theory: ωB97M-V with the def2-TZVPD basis set

Values from the calculation:
E_HOMO, hartree: -0.308

Positions of all 125 atoms, in Å:
C1 0.9693 -1.7055 -2.8267
C2 0.4367 -3.1617 -3.0652
O1 0.9540 -4.0213 -2.0580
C3 -0.0659 -4.4800 -1.1588
C4 -0.5430 -3.2932 -0.2942
O2 -1.2625 -3.6645 0.8856
C5 -0.5184 -4.4003 1.7715
C6 0.7851 -4.1329 2.0397
C7 1.5346 -4.9326 2.9871
N1 2.9260 -4.5935 3.1704
C8 0.9907 -5.9598 3.6775
C9 -0.3857 -6.2647 3.4203
N2 -1.0507 -7.2741 4.0013
S1 -2.5431 -7.1505 3.3563
N3 -2.4252 -5.8770 2.3667
C10 -1.1451 -5.4800 2.4789
H1 0.1796 -1.0618 -2.4148
H2 1.3862 -1.2692 -3.7449
H3 1.7868 -1.7993 -2.0959
H4 0.7890 -3.4555 -4.0688
H5 -0.6637 -3.1437 -3.1097
H6 -0.8711 -4.8967 -1.7893
H7 0.3907 -5.2944 -0.5803
H8 -1.2522 -2.7225 -0.9162
H9 0.3155 -2.6285 -0.1216
H10 1.3084 -3.3183 1.5398
H11 3.0680 -3.7454 2.6176
H12 3.4297 -5.3005 2.6301
H13 1.5772 -6.5436 4.3873
C11 5.7092 2.5643 1.0513
O3 6.6170 1.5227 1.3703
C12 7.0957 1.5605 2.7100
C13 6.5281 0.4037 3.5111
N4 5.0999 0.5813 3.7490
C14 4.4261 -0.6066 4.2711
C15 4.4044 -1.8547 3.3902
O4 3.6204 -1.7283 2.2082
C16 4.2797 -1.1242 1.1039
H14 5.5546 2.5533 -0.0267
H15 4.7402 2.4072 1.5369
H16 6.1115 3.5413 1.3359
H17 6.8899 2.5211 3.1915
H18 8.1824 1.4443 2.6594
H19 7.0465 0.3378 4.4723
H20 6.7328 -0.5153 2.9472
H21 4.6531 0.8388 2.8788
H22 3.3890 -0.3179 4.4623
H23 4.8652 -0.8631 5.2400
H24 3.9298 -2.6445 3.9719
H25 5.4101 -2.2207 3.1541
H26 5.3486 -1.3458 1.0898
H27 4.1164 -0.0446 1.0990
H28 3.8330 -1.5218 0.1908
C17 -3.9292 -0.4657 -1.7578
O5 -4.2092 -1.8552 -1.7312
C18 -4.1036 -2.4275 -0.4286
C19 -5.4684 -2.8221 0.1016
N5 -6.2735 -1.6454 0.4191
C20 -7.6819 -1.9366 0.6809
C21 -8.5122 -2.5347 -0.4551
O6 -8.7287 -1.6543 -1.5444
C22 -7.6859 -1.6172 -2.5032
H29 -3.8482 -0.1595 -2.8014
H30 -4.7369 0.1091 -1.2939
H31 -2.9863 -0.2415 -1.2559
H32 -3.5779 -1.7665 0.2675
H33 -3.5021 -3.3338 -0.5358
H34 -5.3426 -3.4251 1.0055
H35 -5.9502 -3.4444 -0.6631
H36 -6.2236 -0.9961 -0.3551
H37 -8.1484 -0.9899 0.9671
H38 -7.7457 -2.5956 1.5527
H39 -9.5047 -2.7464 -0.0468
H40 -8.1206 -3.4972 -0.8038
H41 -7.1813 -2.5808 -2.6034
H42 -6.9622 -0.8346 -2.2604
H43 -8.1289 -1.3585 -3.4661
C23 4.0983 6.3790 -4.8177
O7 3.5353 5.2292 -5.4224
C24 4.4055 4.5767 -6.3417
C25 4.8683 3.2375 -5.7978
N6 5.7866 3.4079 -4.6764
C26 6.0636 2.1767 -3.9379
C27 4.8959 1.4877 -3.2312
O8 4.3649 2.2164 -2.1364
C28 3.4043 3.2010 -2.4818
H44 3.3006 6.9014 -4.2907
H45 4.8705 6.1101 -4.0896
H46 4.5196 7.0550 -5.5671
H47 5.2536 5.2101 -6.6182
H48 3.8213 4.3945 -7.2483
H49 5.3743 2.6819 -6.5927
H50 3.9723 2.6765 -5.5031
H51 5.3949 4.0818 -4.0318
H52 6.8070 2.4297 -3.1772
H53 6.5388 1.4618 -4.6172
H54 5.2860 0.5591 -2.8042
H55 4.0995 1.1879 -3.9219
H56 2.8133 2.9149 -3.3545
H57 3.8833 4.1691 -2.6487
H58 2.7295 3.3192 -1.6324
C29 -6.8825 3.8643 2.2925
O9 -5.6875 4.6157 2.4112
C30 -4.9860 4.3935 3.6305
C31 -3.6925 3.6386 3.3848
N7 -3.9519 2.2559 2.9990
C32 -2.7799 1.5450 2.4925
C33 -2.1239 2.0653 1.2124
O10 -2.9198 1.9169 0.0482
C34 -3.8618 2.9537 -0.1696
H59 -7.4292 4.2442 1.4299
H60 -6.6724 2.8031 2.1244
H61 -7.5119 3.9781 3.1796
H62 -5.6099 3.8855 4.3719
H63 -4.7361 5.3803 4.0309
H64 -3.0907 3.6483 4.2984
H65 -3.1410 4.1786 2.6045
H66 -4.6633 2.2444 2.2799
H67 -3.0974 0.5152 2.3065
H68 -2.0260 1.5041 3.2854
H69 -1.2335 1.4527 1.0405
H70 -1.7637 3.0962 1.3084
H71 -3.5055 3.9204 0.1928
H72 -4.8229 2.7073 0.2892
H73 -4.0298 3.0296 -1.2453

- Which of these has the lowest E_HOMO?
  C34H72F18N10O2P3